Record 1
Molecular formula: C5H17NO2
Method: DFT, ωB97M-V with the def2-TZVPD basis set

Bonds (Å) are listed after each position.
Atoms and positions in Å:
1 C 0.835 -0.795 -2.236  C2 1.629, H7 1.048, H8 1.097, H9 1.164
2 C 0.334 0.676 -1.745  C1 1.629, C3 1.561, H10 0.989, H11 1.042
3 C -0.212 0.660 -0.283  C2 1.561, C4 1.616, H12 1.049, H13 1.120
4 C -1.824 0.616 -0.188  C3 1.616, N5 1.531, H14 1.136, H15 1.164
5 N -2.880 1.721 -0.284  C4 1.531, C6 1.493, H16 1.006
6 C -2.705 2.376 -1.613  N5 1.493, H17 1.173, H18 1.015, H19 1.122
7 H 1.522 -1.230 -1.575  C1 1.048
8 H 1.203 -0.740 -3.268  C1 1.097
9 H -0.032 -1.571 -2.198  C1 1.164
10 H 1.077 1.329 -1.715  C2 0.989
11 H -0.478 1.017 -2.300  C2 1.042
12 H 0.313 -0.016 0.324  C3 1.049
13 H 0.087 1.641 0.169  C3 1.120
14 H -2.134 -0.225 -0.886  C4 1.136
15 H -1.976 0.037 0.811  C4 1.164
16 H -2.730 2.313 0.516  N5 1.006
17 H -2.957 1.637 -2.489  C6 1.173
18 H -3.273 3.213 -1.522  C6 1.015
19 H -1.697 2.719 -1.969  C6 1.122
20 O 3.012 -4.405 2.694  H21 0.969, H22 0.933
21 H 3.107 -4.558 1.741  O20 0.969
22 H 3.016 -3.474 2.763  O20 0.933
23 O 2.887 -1.068 4.757  H24 0.944, H25 0.935
24 H 3.222 -0.314 5.217  O23 0.944
25 H 2.284 -1.558 5.277  O23 0.935

The value obtained for the HOMO energy is -0.334 hartree. The frontier orbital gap is 0.35663 Eh. Its SMILES is CCCCNC.O.O.

=====

Record 2
Molecular formula: C5H17NO2
Method: DFT, ωB97M-V with the def2-TZVPD basis set

Bonds (Å) are listed after each position.
Atoms and positions in Å:
1 C -0.176 -2.357 0.064  C2 1.493, H7 1.087, H8 1.082, H9 1.094
2 C -0.640 -0.947 -0.096  C1 1.493, N3 1.504, H10 1.107, H11 1.086
3 N 0.223 -0.062 -0.953  C2 1.504, C4 1.474, C6 1.479
4 C -0.138 1.364 -0.869  N3 1.474, C5 1.536, H12 1.090, H13 1.098
5 C 0.775 2.388 -0.178  C4 1.536, H14 1.087, H15 1.095, H16 1.091
6 C 0.057 -0.471 -2.365  N3 1.479, H17 1.098, H18 1.091, H19 1.086
7 H -0.970 -3.081 0.225  C1 1.087
8 H 0.513 -2.504 0.885  C1 1.082
9 H 0.389 -2.685 -0.814  C1 1.094
10 H -1.654 -0.947 -0.538  C2 1.107
11 H -0.730 -0.269 0.748  C2 1.086
12 H -0.238 1.795 -1.865  C4 1.090
13 H -1.129 1.446 -0.404  C4 1.098
14 H 0.826 2.280 0.902  C5 1.087
15 H 1.820 2.303 -0.496  C5 1.095
16 H 0.377 3.374 -0.417  C5 1.091
17 H -0.807 0.045 -2.803  C6 1.098
18 H 0.937 -0.135 -2.916  C6 1.091
19 H -0.145 -1.534 -2.459  C6 1.086
20 H 0.711 -1.835 3.155  O22 0.972
21 H 0.930 -0.077 1.209  no bonds
22 O 0.313 -1.183 2.553  H20 0.972
23 H -1.086 1.511 2.492  O25 0.958
24 H 0.043 0.358 2.676  O25 0.989
25 O -0.201 1.223 2.264  H23 0.958, H24 0.989

The value obtained for the HOMO energy is -0.330 hartree. The frontier orbital gap is 0.27748 Eh.

=====

Record 3
Molecular formula: C5H17NO4
Method: DFT, ωB97M-V with the def2-TZVPD basis set

Bonds (Å) are listed after each position.
Atoms and positions in Å:
1 C 1.526 0.375 0.647  C2 1.488, H8 1.089, H9 1.069, H10 1.091
2 C 0.110 0.818 0.747  C1 1.488, N3 1.365, O7 1.228
3 N -0.813 -0.054 1.250  C2 1.365, C4 1.440, C6 1.442
4 C -0.718 -1.467 0.987  N3 1.440, C5 1.534, H11 1.079, H12 1.090
5 C -0.597 -2.389 2.207  C4 1.534, H13 1.089, H14 1.085, H15 1.077
6 C -2.137 0.402 1.594  N3 1.442, H16 1.093, H17 1.087, H18 1.085
7 O -0.229 1.969 0.487  C2 1.228
8 H 1.625 -0.609 0.191  C1 1.089
9 H 2.111 1.046 0.054  C1 1.069
10 H 2.025 0.292 1.613  C1 1.091
11 H -1.561 -1.756 0.378  C4 1.079
12 H 0.106 -1.801 0.357  C4 1.090
13 H -0.837 -3.419 1.950  C5 1.089
14 H 0.429 -2.396 2.560  C5 1.085
15 H -1.237 -2.055 3.006  C5 1.077
16 H -2.775 0.708 0.760  C6 1.093
17 H -2.038 1.256 2.260  C6 1.087
18 H -2.623 -0.414 2.117  C6 1.085
19 H 1.914 -0.733 -2.736  O21 0.968
20 H 0.996 0.289 -3.501  O21 0.970
21 O 1.248 -0.039 -2.624  H19 0.968, H20 0.970
22 H 1.449 3.227 -0.483  O24 0.972
23 H 1.324 2.471 -1.706  O24 0.972
24 O 1.993 3.018 -1.262  H22 0.972, H23 0.972
25 H -0.708 -2.872 -2.957  O27 0.956
26 H -0.461 -1.367 -2.578  O27 0.969
27 O -0.828 -2.211 -2.277  H25 0.956, H26 0.969

As for the spin multiplicity: 2. The value obtained for the HOMO energy (alpha / beta) is 0.019 / -0.238 hartree. The frontier orbital gap (alpha / beta) is 0.09603 / 0.35088 Eh. As for the charge: -1.

=====

Record 4
Molecular formula: C5H17NO4S
Method: DFT, ωB97M-V with the def2-TZVPD basis set

Bonds (Å) are listed after each position.
Atoms and positions in Å:
1 C 2.446 1.480 1.503  C2 1.528, H9 1.105, H10 1.061, H11 1.110
2 C 1.242 0.574 1.246  C1 1.528, C3 1.599, N6 1.469, H12 1.091
3 C -0.062 1.484 1.075  C2 1.599, C4 1.519, H13 1.074, H14 1.088
4 C -1.387 0.893 1.525  C3 1.519, S5 1.836, H15 1.068, H16 1.116
5 S -1.243 -0.296 2.916  C4 1.836, H17 1.319
6 N 1.441 -0.061 -0.064  C2 1.469, C7 1.323, H18 1.005
7 C 0.939 -1.254 -0.338  N6 1.323, O8 1.246, H19 1.126
8 O 1.090 -1.708 -1.489  C7 1.246
9 H 2.191 2.207 2.295  C1 1.105
10 H 3.262 0.915 1.880  C1 1.061
11 H 2.798 2.090 0.646  C1 1.110
12 H 1.227 -0.056 2.136  C2 1.091
13 H 0.184 2.409 1.562  C3 1.074
14 H -0.175 1.898 0.076  C3 1.088
15 H -1.949 0.371 0.781  C4 1.068
16 H -2.022 1.736 1.890  C4 1.116
17 H -1.588 -1.367 2.228  S5 1.319
18 H 1.842 0.511 -0.786  N6 1.005
19 H 0.691 -1.982 0.485  C7 1.126
20 O -1.292 -1.666 -2.823  H21 0.971, H22 0.981
21 H -1.274 -2.584 -3.138  O20 0.971
22 H -0.470 -1.721 -2.291  O20 0.981
23 O -2.002 -1.929 0.225  H24 0.965, H25 0.990
24 H -2.417 -2.739 -0.094  O23 0.965
25 H -2.123 -1.274 -0.508  O23 0.990
26 O -0.379 1.067 -3.845  H27 0.978, H28 0.975
27 H -0.897 0.279 -4.104  O26 0.978
28 H -0.072 0.720 -2.987  O26 0.975

The value obtained for the HOMO energy is -0.334 hartree. The frontier orbital gap is 0.34992 Eh. Its SMILES is C[C@@H](CCS)NC=O.O.O.O.

=====

Relative energy (zero: lowest compared OMol25 entry of this formula, charge and spin)
In order: 2.7630, 6.3482, 0.0000, 1.5790
Unit: eV